Record 1
A molecular structure, C38H35GeN4Se3TcTe at a distorted geometry. Source: the Open Molecules 2025 dataset; level of theory: wB97M-V/def2-TZVPD.

```
83
Properties=species:S:1:pos:R:3:forces:R:3:mulliken_charge:R:1
Tc -1.1213 -1.4518 -0.6407 0.837 -1.767 2.084 -2.974
C -4.4259 -1.3569 -0.9274 2.033 1.281 -0.942 -1.334
C -4.3049 -0.1066 -0.0891 -2.027 0.216 1.462 -0.960
C -3.4470 -0.2590 1.1213 0.285 -0.200 1.382 0.653
C -3.9766 -0.1061 2.3777 -2.425 1.006 0.786 -0.745
C -3.2455 -0.1590 3.5580 0.435 0.004 -1.139 -0.809
C -1.8890 -0.3948 3.4329 -0.206 0.332 0.639 -1.244
C -1.3777 -0.4545 2.1498 0.874 -0.430 1.401 -0.680
N -2.1244 -0.4632 1.0674 0.380 -0.089 -2.252 1.633
N -3.1557 -1.3505 -1.7799 0.031 0.545 0.597 1.013
C -3.1644 -0.1404 -2.7008 -1.049 -0.623 -0.762 -1.781
C -2.0239 0.7762 -2.5196 -0.588 0.701 0.618 0.818
C -1.8714 2.0810 -2.9608 0.809 -0.699 0.948 -1.394
C -0.6759 2.7262 -2.5616 -2.563 1.722 -2.004 -0.718
C 0.2387 2.2157 -1.7192 1.224 -0.608 0.042 -0.332
C -0.0091 0.9020 -1.3253 0.683 -0.770 0.526 -0.169
N -1.1220 0.2590 -1.6988 1.110 1.080 -0.339 1.210
C -3.1209 -2.5259 -2.5941 -0.444 -1.504 -2.005 -1.429
C -1.7419 -2.8060 -3.1604 -2.090 1.399 0.684 1.022
C -1.6146 -3.2416 -4.4326 -2.019 -1.041 -2.031 -0.882
C -0.3820 -3.3772 -4.9855 1.971 -0.609 -0.307 -0.610
C 0.7400 -3.0636 -4.2025 0.302 1.055 0.729 -1.031
C 0.5122 -2.5180 -2.9072 0.627 -0.720 -1.820 -0.457
N -0.7375 -2.4179 -2.3898 2.059 0.260 -1.145 1.946
H -5.2226 -1.3157 -1.6341 -0.900 0.157 -0.425 0.508
H -4.5230 -2.2696 -0.3452 0.274 0.093 0.014 0.622
H -5.3495 0.1001 0.2803 1.020 -0.071 -0.163 0.663
H -4.0036 0.8420 -0.5397 -0.003 -0.388 -0.712 0.368
H -5.0539 0.1816 2.4617 0.985 -0.451 -0.139 0.395
H -3.7194 0.0868 4.4848 -0.139 -0.255 0.466 0.494
H -1.2733 -0.4636 4.3284 0.170 0.104 -0.452 0.568
H -0.3091 -0.5139 1.9869 -0.112 -0.083 0.193 0.483
H -4.1165 0.3774 -2.6335 -0.107 0.132 0.292 0.621
H -3.1874 -0.5112 -3.7251 0.253 -0.109 -0.101 0.576
H -2.6513 2.6268 -3.4609 0.005 -0.108 -0.463 0.572
H -0.5918 3.7318 -2.9945 0.374 -0.320 0.479 0.467
H 1.1364 2.8218 -1.5457 -0.428 -0.797 0.392 0.304
H 1.4592 -0.5845 -1.1563 0.163 -0.111 -0.331 0.535
H -3.9338 -2.5526 -3.3739 0.932 0.533 0.277 0.507
H -3.3826 -3.4022 -2.0569 -0.246 -0.601 1.148 0.509
H -2.5442 -3.4908 -5.0505 1.434 0.443 1.066 0.406
H -0.2559 -3.7590 -5.9988 -0.032 0.212 0.228 0.455
H 1.7955 -3.0730 -4.5995 -1.422 -0.176 0.501 0.434
H 1.3928 -2.1168 -2.3815 -0.855 -0.386 0.068 0.249
Se 0.6334 -2.7083 0.4579 0.071 0.754 -0.273 0.547
Se 0.8999 -5.0435 0.4726 -0.896 0.980 -0.437 -0.176
Te -1.3044 -5.4194 -0.8151 0.192 -0.298 0.266 0.019
Se -2.2966 -3.4652 0.3414 -0.244 -0.405 0.439 0.102
C 0.7430 -0.1110 -0.5022 -0.499 0.513 0.291 0.118
Ge 2.0080 0.7459 0.8515 -0.119 -0.516 -0.144 2.650
C 1.1071 2.3118 1.5138 -0.928 1.552 0.853 0.070
C -0.3108 2.4255 1.4712 0.779 0.584 0.578 -0.217
C -0.9637 3.3967 2.2286 1.391 0.593 0.316 -0.697
C -0.2569 4.3920 2.9391 0.219 -1.103 -0.987 -0.736
C 1.1319 4.3512 2.9377 0.082 0.481 -0.368 -0.740
C 1.7889 3.3131 2.2723 0.102 -0.668 -0.389 -0.113
C 2.4015 -0.3531 2.3952 0.982 -0.672 -0.849 0.478
C 3.1779 -1.5223 2.3010 -0.997 -0.551 0.583 -0.659
C 3.3970 -2.3188 3.4338 0.402 0.216 -0.336 -1.020
C 2.9299 -1.8303 4.6534 0.635 -0.626 0.838 -0.527
C 2.3109 -0.5972 4.7748 0.460 -0.555 -0.641 -0.862
C 2.0591 0.1378 3.6241 -0.564 0.619 0.671 0.111
C 3.5918 1.1750 -0.1740 -0.338 0.873 -0.586 0.331
C 3.5169 2.4964 -0.7240 0.867 -0.722 0.323 -0.114
C 4.6018 3.0536 -1.4077 -0.187 -0.972 1.418 -0.981
C 5.7903 2.3071 -1.4622 -0.069 1.054 -0.105 -0.465
C 5.8332 1.0238 -0.9880 -0.134 -1.298 1.485 -0.650
C 4.7467 0.3969 -0.3250 -0.171 1.661 -0.477 -0.561
H -0.9417 1.8255 0.8294 0.195 -0.351 0.129 0.027
H -2.0170 3.4114 2.2662 -1.139 0.097 -0.192 0.550
H -0.7718 5.2219 3.3736 -0.308 0.178 0.408 0.436
H 1.6989 5.2020 3.3636 -0.296 -0.861 -0.097 0.401
H 2.8827 3.2896 2.3383 -0.341 -0.085 -0.115 0.455
H 3.4329 -1.8583 1.3147 0.458 -0.303 -0.235 0.456
H 3.9846 -3.2635 3.4171 -0.582 0.843 -0.192 0.438
H 3.1585 -2.3933 5.5786 -0.262 0.302 -0.680 0.368
H 2.1273 -0.2680 5.7658 -0.449 0.588 0.586 0.549
H 1.6193 1.1316 3.6080 -0.175 -0.197 0.678 0.296
H 2.6922 3.1384 -0.3911 0.295 -0.206 -0.455 0.269
H 4.5794 4.1069 -1.5755 0.136 0.487 -0.580 0.430
H 6.7385 2.8118 -1.6799 -0.474 -0.282 -0.397 0.352
H 6.7908 0.5484 -0.8425 0.216 -0.152 -0.502 0.360
H 4.8634 -0.5445 0.2055 0.072 0.088 -0.313 0.222
```
Forces are in eV/Å.

Summary:
Gap between HOMO and LUMO (alpha / beta) in eV: 4.962 / 4.866
Energy above the lowest of the compared OMol25 structures with the same formula, charge and spin in kcal/mol: 11.1
Charge: +2

Record 2
A single C7H13NO2 molecule at a distorted geometry. Source: the Open Molecules 2025 dataset; level of theory: wB97M-V/def2-TZVPD.

```
23
Properties=species:S:1:pos:R:3:forces:R:3:mulliken_charge:R:1
C -3.0670 -0.1400 0.5000 0.716 1.362 -0.275 0.192
C -2.8680 0.4353 -0.8309 4.077 0.791 -1.068 -0.851
C -0.1812 -0.6752 0.3592 1.746 -1.804 -1.357 0.376
C 2.1841 -1.3069 -0.2858 -0.385 1.571 -0.169 -1.363
C 1.7954 0.5855 1.4339 0.761 -1.209 1.141 -1.591
C 1.0378 0.7977 -0.9488 -0.195 -0.866 -2.218 -1.644
C 1.2917 -0.1254 0.2158 -2.129 -1.936 0.256 1.693
N -2.2052 -0.2502 1.4208 -1.949 -0.943 1.542 -0.665
O -0.8962 0.1227 1.1920 0.266 -0.724 -1.623 -0.061
O -0.5312 -1.6288 -0.3512 -0.580 2.340 2.405 -0.595
H -4.1034 -0.2552 0.7639 -0.115 -0.712 0.641 0.423
H -2.5868 1.5209 -0.8318 -0.169 -0.735 0.552 0.255
H -3.6664 0.3960 -1.4734 -2.218 -0.471 -1.236 0.413
H 1.5822 -1.8988 -0.9909 0.680 0.436 -0.196 0.327
H 2.3749 -1.9712 0.5409 0.546 -0.109 0.335 0.392
H 3.1059 -0.7995 -0.7091 -0.853 -1.181 0.385 0.355
H 2.4237 1.3750 1.0865 0.920 0.529 0.190 0.378
H 0.9739 1.0271 1.9322 -0.769 0.724 0.528 0.408
H 2.2911 -0.0687 2.2365 -0.416 0.792 -1.474 0.294
H 2.0372 0.9621 -1.3162 0.284 0.514 -0.785 0.524
H 0.5522 1.7628 -0.8252 -0.142 -0.118 0.577 0.267
H 0.4414 0.1773 -1.7310 1.178 1.306 0.996 0.320
H -1.9859 -0.0425 -1.3873 -1.256 0.443 0.853 0.154
```
Forces are in eV/Å.

Summary:
SMILES string: C/C=N\OC(=O)C(C)(C)C
Gap between HOMO and LUMO in eV: 10.692
Energy above the lowest of the compared OMol25 structures with the same formula, charge and spin in kcal/mol: 81.5

Record 3
A single C4H6O2 molecule. Source: the Open Molecules 2025 dataset; level of theory: wB97M-V/def2-TZVPD.

```
12
Properties=species:S:1:pos:R:3:forces:R:3:mulliken_charge:R:1
C -1.3683 -0.9501 0.4438 0.042 0.092 -0.061 -0.940
C 0.1386 -0.7052 0.4707 0.234 -0.462 -0.025 0.574
O 0.8377 -1.6760 0.6656 -0.047 0.221 0.010 -0.523
C 0.8738 0.6358 0.2386 -0.052 -0.042 0.028 -0.527
C 0.7278 1.2255 -1.1492 -0.123 0.242 -0.018 0.034
O 0.4769 2.3847 -1.3695 0.059 -0.550 0.114 -0.458
H -1.9765 -0.2492 -0.1323 0.244 0.111 0.090 0.314
H -1.7533 -0.9889 1.4713 0.166 0.190 -0.154 0.270
H -1.4942 -1.9610 0.0398 -0.001 0.260 0.040 0.316
H 0.6815 1.4279 0.9712 -0.307 -0.283 -0.049 0.307
H 1.9273 0.3387 0.3307 -0.137 0.138 0.000 0.290
H 0.9286 0.5177 -1.9806 -0.080 0.081 0.024 0.343
```
Forces are in eV/Å.

Summary:
SMILES string: CC(=O)CC=O
Gap between HOMO and LUMO in eV: 10.551
Energy above the lowest of the compared OMol25 structures with the same formula, charge and spin in kcal/mol: 23.2

Record 4
12 unconnected molecules or ions with the total composition C44H69F3N2O20S at a distorted geometry. Source: the Open Molecules 2025 dataset; level of theory: wB97M-V/def2-TZVPD.

```
139
Properties=species:S:1:pos:R:3:forces:R:3:mulliken_charge:R:1
C 0.4015 2.3864 -2.8639 -1.381 0.467 0.414 -1.431
C 0.0493 1.0436 -2.2142 -0.898 0.562 -0.349 0.216
C 1.0266 0.6413 -1.1149 -0.030 -1.620 -1.415 -0.762
O 0.9023 -0.8002 -1.0874 -0.088 1.801 0.414 -0.267
C 1.3868 -1.3120 0.1333 -0.204 -0.597 -0.571 -0.778
N -1.4255 1.0067 -1.6724 1.241 0.804 -0.315 -0.372
H -2.0314 1.4822 -2.3258 -0.447 0.354 -0.423 0.352
H -1.7514 0.0509 -1.6513 -0.147 -0.626 0.432 0.382
H -1.5284 1.4609 -0.7762 -0.178 0.094 0.578 0.327
H 1.1699 2.3850 -3.6370 0.369 -0.483 0.572 0.340
H 0.5709 3.1120 -2.0684 0.518 0.141 -0.133 0.366
H -0.4466 2.8001 -3.4095 -0.329 -0.174 -0.020 0.460
H -0.1516 0.2907 -2.9764 1.315 -0.269 -0.020 0.348
H 0.9625 1.1528 -0.1546 -1.099 -0.177 0.323 0.496
H 2.0435 0.9376 -1.3723 0.230 -0.169 -0.703 0.406
H 0.8561 -0.8296 0.9541 0.237 -0.162 0.310 0.337
H 2.4668 -1.1675 0.1621 0.136 -0.001 0.451 0.307
H 1.1494 -2.3741 0.0714 0.137 0.018 0.454 0.254
C -7.7206 1.5663 3.2212 -0.257 0.061 -0.586 -1.421
C -8.5350 2.2972 2.1051 -0.030 0.278 1.464 0.235
C -9.8452 2.8874 2.5868 -1.071 -0.720 1.557 -0.808
O -9.6890 3.8660 3.6019 -0.356 0.681 0.202 -0.372
C -10.9437 4.2309 4.2901 1.877 -0.257 0.040 -0.747
N -7.7529 3.4985 1.5593 0.420 -1.677 -0.558 -0.298
H -6.7630 3.3701 1.7130 0.659 0.244 0.624 0.345
H -7.7848 3.4691 0.5502 -0.463 0.412 -0.792 0.389
H -8.0845 4.3799 1.9244 -0.032 0.367 0.264 0.350
H -7.4979 2.2105 4.0718 0.212 0.179 -0.271 0.385
H -6.8363 1.0868 2.8015 0.308 0.487 -0.046 0.438
H -8.2284 0.7004 3.6459 -0.655 0.184 -0.278 0.401
H -8.7752 1.6166 1.2883 0.323 0.156 -0.127 0.324
H -10.3691 2.0965 3.1234 -0.292 -0.614 -0.671 0.433
H -10.4753 3.2592 1.7788 0.042 0.057 -0.265 0.430
H -11.2651 3.4944 5.0267 -0.084 -0.809 -0.560 0.302
H -11.7255 4.4699 3.5692 0.055 0.244 0.203 0.310
H -10.6205 5.0165 4.9731 -0.322 0.622 -0.644 0.271
C -4.0339 -4.0934 0.2848 -1.259 0.587 -1.993 -0.477
O -4.6665 -3.4614 -0.7606 0.408 0.194 0.835 -0.872
H -4.7178 -4.7282 0.8482 -0.444 -0.700 0.650 0.187
H -3.2628 -4.7524 -0.1141 0.948 -0.678 0.173 0.076
H -3.5805 -3.4511 1.0399 0.582 0.637 0.606 0.105
C -1.5144 4.2038 3.7472 -1.166 -0.357 -2.010 -0.563
O -2.0110 4.4080 2.4273 0.801 -0.166 1.911 -0.887
H -0.4826 3.8599 3.8198 0.916 0.138 -0.225 0.091
H -1.6250 5.0041 4.4789 0.080 1.053 0.017 0.197
H -2.0176 3.4043 4.2909 -0.655 -0.811 0.169 0.177
S -6.6737 2.4416 -5.5219 -0.157 -3.076 -0.500 1.090
O -6.5857 0.9813 -5.2674 0.090 -0.821 -0.239 -0.772
O -7.7290 2.6905 -6.5090 -1.079 0.764 -0.553 -0.773
O -6.9367 3.0372 -4.2287 -0.926 2.233 2.536 -0.750
O -5.3991 2.9107 -6.0347 2.246 1.233 -0.871 -0.766
C 5.0826 4.4208 2.1960 -0.257 -0.520 0.644 -1.365
C 5.9674 3.8414 3.3223 1.088 -0.384 -1.543 0.479
C 5.5755 4.0445 4.7261 -2.410 3.222 0.340 -0.454
O 5.2305 2.8283 5.2948 0.318 -0.337 1.342 -0.295
C 5.5849 1.8763 4.4859 1.281 -4.974 -2.104 0.671
O 5.5920 0.6511 4.6980 -0.263 4.202 -0.472 -0.579
O 6.0225 2.4024 3.2518 -0.574 -0.475 1.238 -0.345
H 4.0439 4.1502 2.3859 -0.065 -0.394 -0.075 0.362
H 5.3938 4.0118 1.2348 0.004 0.023 0.078 0.322
H 5.0231 5.5064 2.1176 0.643 0.073 0.267 0.369
H 6.9895 4.2169 3.2730 0.147 -0.148 -0.752 0.228
H 4.6373 4.5983 4.6904 -0.051 0.417 0.420 0.297
H 6.2925 4.6783 5.2479 0.103 -0.715 0.607 0.310
C 2.4345 -7.7476 -5.3489 -0.926 -0.491 -0.099 -1.455
C 1.8988 -6.4208 -4.7945 0.954 -0.799 -0.848 0.445
C 2.2482 -5.2247 -5.6658 1.832 -0.152 0.705 -0.396
O 1.0477 -4.5803 -5.9301 0.122 1.527 -0.781 -0.329
C 0.0397 -5.3267 -5.5311 -3.563 -0.027 0.490 0.696
O -1.1454 -5.0810 -5.6107 2.430 -0.241 -0.237 -0.537
O 0.5148 -6.4377 -4.9631 -1.220 -1.335 0.810 -0.358
H 1.8241 -8.5273 -4.8932 0.220 -0.166 0.283 0.341
H 3.4828 -8.0303 -5.2531 0.031 0.545 0.336 0.358
H 2.1646 -7.8323 -6.4015 0.115 0.274 -0.184 0.373
H 2.1476 -6.3279 -3.7373 -0.045 0.267 0.035 0.299
H 2.7166 -5.5796 -6.5838 0.018 0.299 -0.140 0.277
H 2.9131 -4.5664 -5.1068 0.071 0.264 -0.387 0.285
C -0.6809 -9.6271 1.5616 -1.335 -0.874 0.422 -1.610
C 0.6429 -9.2790 1.0224 -1.287 -0.037 -1.159 0.716
C 1.6662 -9.0476 2.0390 1.624 2.209 1.477 -0.432
O 2.7973 -9.7657 1.5905 1.198 -0.151 0.890 -0.355
C 2.5215 -10.3823 0.4464 -0.412 -0.173 -0.419 0.703
O 3.3076 -10.8606 -0.3063 0.224 -0.275 0.179 -0.551
O 1.1940 -10.3623 0.2676 -0.464 -0.287 -0.793 -0.383
H -0.6382 -10.4306 2.2968 0.204 -0.082 0.079 0.399
H -1.3256 -9.9844 0.7587 -0.114 0.216 -0.008 0.355
H -1.1567 -8.7770 2.0505 0.043 0.123 -0.156 0.392
H 0.4650 -8.4571 0.3288 0.518 0.232 -0.049 0.210
H 1.3768 -9.1987 3.0790 0.012 -1.176 -0.066 0.294
H 2.0174 -8.0183 2.1111 -0.242 0.323 -0.423 0.256
C -2.6487 9.6658 -4.0997 -0.229 -0.706 -1.133 -1.408
C -4.1113 9.4023 -3.8137 1.570 0.777 0.144 0.340
C -4.3587 8.7979 -2.4353 1.059 0.326 -1.478 -0.430
O -5.4152 9.5853 -1.9760 -2.194 1.055 0.545 -0.327
C -5.6416 10.7167 -2.7611 -2.715 0.664 1.094 0.670
O -6.5890 11.5303 -2.5714 4.428 -3.264 -0.806 -0.593
O -4.7086 10.6960 -3.7262 -1.471 1.138 -0.124 -0.344
H -2.5120 10.1378 -5.0726 -0.267 0.415 0.051 0.347
H -2.1951 8.6937 -4.2933 0.505 -0.053 0.707 0.398
H -2.1957 10.2896 -3.3291 0.122 -0.392 0.035 0.355
H -4.5845 8.8123 -4.5986 -0.144 0.189 -0.040 0.339
H -3.5139 8.9229 -1.7580 0.069 -0.129 -0.027 0.300
H -4.5236 7.7476 -2.6760 -0.798 -0.101 1.026 0.350
F -1.7307 -5.5728 5.9606 0.282 -0.289 -0.159 -0.276
C -2.5870 -4.8708 6.7105 -0.063 -0.320 0.801 0.214
C -3.4137 -5.5415 7.5964 -0.920 -0.474 0.938 -0.225
C -4.3487 -4.8466 8.3447 0.841 1.977 -0.257 -0.481
C -4.3922 -3.4295 8.2298 0.482 -0.380 -0.441 -0.246
C -3.4767 -2.7238 7.4287 0.359 -2.497 0.353 -0.507
C -2.5077 -3.5153 6.6962 -1.370 2.266 0.269 -0.267
H -3.3350 -6.5860 7.8594 0.309 -0.256 -0.710 0.350
H -4.9157 -5.2983 9.1452 -0.176 -0.328 -0.269 0.335
H -5.1141 -2.8851 8.8204 -0.041 0.109 0.045 0.327
H -3.5022 -1.6470 7.5073 0.347 0.025 -0.509 0.381
H -1.7470 -3.0612 6.0786 -0.044 0.160 -0.069 0.390
F 7.3949 3.5475 -3.7551 0.078 0.494 -0.426 -0.297
C 8.1929 4.5467 -4.2184 0.468 -0.294 0.328 0.447
C 9.5609 4.3014 -4.2972 -1.097 0.076 -0.021 -0.477
C 10.3339 5.3730 -4.6836 1.224 -0.922 0.161 -0.214
C 9.8256 6.6066 -4.9068 -0.378 1.745 -1.062 -0.488
C 8.4667 6.8657 -4.7846 0.454 -0.438 -0.535 -0.275
C 7.6563 5.7994 -4.5115 -0.928 -0.553 1.338 -0.475
H 9.9968 3.3338 -4.0968 -0.177 -0.053 0.085 0.398
H 11.3979 5.2297 -4.8013 0.123 -0.075 -0.060 0.327
H 10.4616 7.3484 -5.3667 0.204 0.296 0.426 0.319
H 8.0000 7.8222 -4.9677 0.279 0.151 -0.025 0.369
H 6.6163 6.0133 -4.3140 -0.254 -0.429 -0.205 0.366
F 9.2508 -6.2916 1.7660 0.194 0.018 0.233 -0.305
C 8.7575 -5.7091 0.6664 -0.333 1.639 -0.593 0.352
C 8.6885 -4.2986 0.5724 0.008 -0.740 0.545 -0.348
C 8.1298 -3.7211 -0.5414 0.068 -0.119 -0.339 -0.380
C 7.7272 -4.5108 -1.6009 -0.711 -1.133 -0.574 -0.421
C 7.7692 -5.9059 -1.5145 0.643 0.146 0.960 -0.411
C 8.2959 -6.5113 -0.3560 0.128 0.429 -0.113 -0.347
H 8.9979 -3.5900 1.3265 0.210 -0.531 0.505 0.361
H 8.0119 -2.6476 -0.5496 0.061 0.064 -0.213 0.369
H 7.2910 -4.1191 -2.5079 0.031 0.403 0.045 0.355
H 7.4096 -6.5251 -2.3231 0.001 0.022 -0.060 0.373
H 8.4236 -7.5691 -0.1798 -0.311 -0.202 -0.394 0.402
```
Forces are in eV/Å.

Summary:
Gap between HOMO and LUMO in eV: 1.774
Charge: -2